# 1
The following is a DFT calculation (ωB97M-V/def2-TZVPD) of a structure of composition C34H28N8O5PtS5Se.

Calculated values
Frontier orbital gap (spin up / spin down) (eV): 4.541 / 4.993
Energy relative to the best compared isomer or geometry (same formula, charge and spin) (eV): 3.445
Molar mass (Da): 1063.0
2S+1: 5
LUMO (spin up / spin down) (eV): -5.50 / -7.95
<S²>: 6.1116
Charge: +2
DFT total energy (Ha): -6637.72840

Each line ends with the Mulliken spin population.
Positions of all 82 atoms, in Å:
C (-2.344, 0.620, -4.184)  -0.004
C (-0.304, 2.124, -4.143)  0.004
C (-3.259, 0.866, 6.858)  0.010
C (-1.237, 2.163, 7.384)  0.040
H (-2.740, -0.620, 4.496)  -0.001
C (5.196, -3.171, -3.431)  -0.116
C (1.913, 1.831, 2.608)  0.431
H (-0.927, 2.751, 9.400)  -0.002
C (0.655, -3.084, -2.539)  0.007
N (-2.219, 0.215, 4.253)  0.036
N (0.419, 2.755, -5.120)  0.003
H (-0.305, 2.758, 7.182)  -0.004
C (-1.659, 2.270, 8.707)  0.008
S (3.849, -2.520, -2.534)  0.037
O (0.069, -3.105, -4.891)  0.011
C (1.787, 3.426, -5.028)  -0.001
H (-3.701, -0.777, 2.217)  -0.003
C (0.525, 0.490, 1.104)  0.242
N (1.454, 0.534, 0.084)  0.426
H (-3.584, 2.582, 11.975)  0.000
C (-0.811, -0.086, 0.842)  0.096
H (1.790, 3.992, -4.174)  0.001
C (1.470, -4.360, -0.938)  -0.001
S (5.883, -4.531, -2.907)  0.418
Pt (0.654, -0.257, -1.758)  0.596
H (-2.046, 1.472, 11.698)  0.001
N (1.413, -3.084, -0.531)  -0.007
C (-2.000, 1.366, 6.418)  0.107
C (-0.441, 1.014, 3.258)  0.106
C (4.439, -1.178, -4.732)  0.194
O (0.757, -5.796, -4.265)  0.000
H (2.049, 2.424, 3.507)  0.022
H (-2.171, 3.317, 11.181)  0.001
O (1.287, -6.766, -2.387)  0.000
H (-1.861, 0.150, -3.396)  -0.002
C (1.005, -5.782, -2.981)  0.002
Se (0.149, 2.235, -2.303)  0.055
N (0.973, -2.321, -1.550)  0.039
C (-2.681, 2.346, 11.418)  0.001
C (-1.525, 1.095, 5.139)  0.042
H (-2.078, 1.372, -6.770)  0.000
H (-4.231, -1.396, -0.289)  0.005
C (3.537, -1.225, -3.625)  0.097
S (4.355, 0.038, -6.029)  0.030
H (0.117, 2.836, -7.302)  0.000
C (2.685, -0.315, -6.812)  0.018
S (5.547, -2.408, -4.865)  0.131
S (2.448, 0.147, -3.236)  0.180
H (1.795, 4.116, -5.889)  0.000
C (-2.913, 1.788, 9.049)  0.111
N (-1.033, -0.484, -0.486)  0.054
C (-0.212, 2.517, -6.294)  0.004
C (-2.121, -0.950, -0.771)  -0.027
C (-3.045, -0.648, 1.367)  0.032
H (1.307, -2.793, 0.384)  -0.001
C (2.643, 1.360, 0.358)  0.169
H (-3.182, 1.176, -3.690)  0.000
C (-1.805, -0.231, 1.674)  0.023
H (2.822, -0.115, -7.831)  0.002
C (-1.518, 0.211, 3.079)  0.168
C (-3.246, -1.081, 0.037)  0.105
H (-2.276, -1.280, -1.808)  0.009
H (-2.696, -0.082, -4.910)  0.002
N (-0.445, 1.546, 4.520)  0.041
N (-1.367, 1.557, -4.751)  0.004
C (1.006, -4.464, -2.237)  0.001
H (2.595, 2.714, -5.099)  0.001
C (2.826, 1.926, 1.546)  -0.041
C (-3.746, 1.225, 8.155)  0.033
H (-3.987, 0.330, 6.259)  -0.006
C (0.642, 1.135, 2.292)  -0.109
H (3.276, 1.501, -0.525)  0.018
C (0.069, -2.457, -3.840)  -0.004
H (1.973, 0.433, -6.433)  0.000
C (-1.313, 1.771, -6.089)  0.002
H (2.312, -1.333, -6.595)  -0.003
O (-3.378, 1.883, 10.232)  0.084
O (-0.336, -1.312, -3.634)  0.071
H (0.464, -4.918, -4.614)  0.001
H (-4.810, 1.035, 8.320)  -0.003
H (3.629, 2.696, 1.499)  0.003
H (1.766, -5.182, -0.285)  0.000

# 2
The following is a DFT calculation (ωB97M-V/def2-TZVPD) of a structure of composition C34H29AsN4O4PtS.

Calculated values
Frontier orbital gap (spin up / spin down) (eV): 6.385 / 6.385
Energy relative to the best compared isomer or geometry (same formula, charge and spin) (eV): 0.077
Molar mass (Da): 859.7
2S+1: 3
LUMO (spin up / spin down) (eV): -0.29 / -1.13
<S²>: 2.0084
Charge: 0
DFT total energy (Ha): -4586.25934

Each line ends with the Mulliken spin population.
Positions of all 74 atoms, in Å:
C (1.626, 1.811, -2.082)  0.050
H (1.425, 2.736, -1.551)  0.000
H (-5.310, 4.447, 0.256)  0.001
C (-5.137, 3.565, -0.362)  0.004
C (0.165, -5.519, -1.292)  0.003
C (1.520, -1.132, 1.093)  -0.005
H (0.401, -5.085, -3.375)  0.000
O (0.810, -6.725, -1.158)  0.000
H (5.065, 3.391, 1.128)  0.000
C (-1.524, 5.988, -0.615)  0.013
C (4.136, 3.027, 1.549)  -0.001
H (1.783, -6.988, 0.644)  0.000
H (2.538, 0.711, -5.149)  0.001
H (-5.255, 3.860, -1.408)  0.000
C (3.309, 2.210, 0.787)  0.001
As (0.872, 0.545, 0.394)  0.197
H (-5.880, 2.808, -0.133)  -0.001
H (-4.836, -1.975, 1.474)  0.004
H (0.533, 6.087, 0.037)  0.000
H (0.494, 3.775, 0.939)  0.003
H (2.806, -4.433, 2.606)  0.000
C (2.095, -0.544, -3.466)  -0.002
C (0.771, -7.033, 0.232)  0.000
H (1.566, -1.548, -1.643)  0.001
S (-2.781, -0.263, 1.962)  0.326
Pt (-1.502, 1.125, 0.472)  1.065
H (0.828, 1.724, 3.041)  -0.002
C (1.715, -0.594, -2.133)  -0.003
C (-2.649, 5.186, -0.663)  -0.005
C (1.124, -3.128, 2.370)  0.001
N (-3.527, 1.776, 0.133)  0.071
H (2.308, 3.156, 4.394)  0.000
H (-3.567, 5.542, -1.107)  0.002
C (2.244, 0.678, -4.108)  0.007
H (-1.550, 6.990, -1.024)  0.000
H (2.104, 2.812, -3.918)  0.000
O (-0.048, -6.062, 0.884)  0.000
H (0.446, -3.766, 2.922)  0.000
C (-0.701, -3.560, -2.282)  0.000
C (2.115, 1.736, 1.318)  0.031
C (-1.213, -3.160, -1.056)  0.004
C (3.780, 3.370, 2.844)  0.004
C (-0.367, 5.493, -0.033)  -0.001
C (1.762, 2.084, 2.621)  0.012
H (0.334, -8.022, 0.372)  0.000
H (3.524, -0.871, 0.347)  0.003
H (4.339, -2.987, 1.311)  0.000
C (2.003, 1.858, -3.417)  0.012
H (-1.448, -3.654, 1.041)  0.003
N (-1.465, 3.426, 0.424)  0.019
C (0.002, -4.764, -2.423)  -0.002
H (-5.879, -1.110, 0.456)  0.002
C (-1.924, -1.835, -0.912)  -0.003
H (-0.381, -1.653, 1.930)  0.008
C (0.658, -1.940, 1.819)  0.008
C (2.848, -1.503, 0.912)  -0.004
C (-3.770, 3.011, -0.124)  0.021
C (-2.590, 3.900, -0.137)  0.012
N (-5.188, -1.075, 1.189)  0.006
C (1.495, 0.588, -1.434)  -0.063
C (-0.383, 4.205, 0.471)  0.021
H (4.427, 4.005, 3.435)  0.000
O (-3.144, -1.787, -0.986)  0.012
C (2.590, 2.894, 3.383)  -0.002
H (-0.847, -2.925, -3.146)  0.002
H (3.603, 1.943, -0.221)  0.001
C (-0.351, -5.126, -0.074)  -0.003
H (2.264, -1.466, -4.008)  0.000
C (-4.238, -0.125, 1.005)  -0.003
C (3.307, -2.692, 1.456)  0.000
N (-4.557, 0.896, 0.249)  0.001
O (-1.122, -0.847, -0.727)  0.164
C (2.445, -3.503, 2.186)  0.000
C (-1.049, -3.959, 0.082)  0.000

# 3
The following is a DFT calculation (ωB97M-V/def2-TZVPD) of a structure of composition C34H29AuNO4Sb2.

Calculated values
Frontier orbital gap (eV): 7.337
Energy relative to the best compared isomer or geometry (same formula, charge and spin) (eV): 0.430
Molar mass (Da): 956.1
LUMO (eV): -4.34
Charge: +1
DFT total energy (Ha): -2284.68092

Each line ends with the Löwdin charge.
Positions of all 71 atoms, in Å:
H (-0.466, -5.268, -2.547)  0.109
Au (-0.478, 0.927, -0.144)  0.782
H (-2.116, -1.291, 6.699)  0.112
C (-1.218, -1.378, 2.955)  -0.342
H (1.570, -1.982, 2.242)  0.064
H (0.993, -3.384, 1.360)  0.064
H (-5.203, 4.492, 0.916)  0.123
C (0.827, -0.104, -3.455)  -0.125
C (-1.124, -4.754, -1.859)  -0.073
C (4.520, 3.733, 0.916)  -0.069
C (1.256, -2.328, 1.254)  -0.346
C (3.241, 0.052, -3.407)  -0.115
H (2.117, 3.468, -2.107)  0.103
H (2.148, -0.840, -6.480)  0.114
H (3.209, -0.469, 1.315)  0.063
C (3.286, -0.306, -4.745)  -0.064
C (2.108, -0.563, -5.435)  -0.057
H (-3.118, 5.223, -0.308)  0.131
H (3.966, 1.721, 1.370)  0.090
C (-1.497, -3.006, -0.244)  -0.326
C (-2.255, 3.293, -0.184)  -0.166
C (-1.427, -2.498, 5.068)  -0.065
H (-0.765, -3.465, 3.279)  0.104
C (-4.512, 2.469, 1.099)  0.036
C (-1.859, -1.314, 5.648)  -0.061
C (2.412, -2.193, 0.264)  -0.357
H (-1.746, 0.711, 2.944)  0.091
O (-2.762, -0.641, 0.519)  -0.280
H (-0.134, -0.016, -2.961)  0.083
C (-3.471, 1.598, 0.817)  -0.164
O (-4.484, -0.238, 1.897)  0.102
H (4.047, -0.826, -0.190)  0.076
H (4.894, 5.726, 0.229)  0.114
C (3.500, 4.705, -1.039)  -0.052
H (-2.811, -6.003, -2.285)  0.111
N (-2.362, 2.017, 0.211)  0.044
H (0.386, -3.386, -1.227)  0.076
C (-1.097, -2.533, 3.721)  -0.110
C (-2.440, -5.164, -1.711)  -0.065
C (4.355, 4.805, 0.051)  -0.056
C (-4.401, 3.794, 0.713)  0.001
H (4.165, 0.264, -2.880)  0.106
H (-4.305, -4.828, -0.705)  0.113
C (2.008, 0.150, -2.767)  -0.372
O (-0.899, 4.826, -1.367)  0.111
C (-1.651, -0.192, 3.536)  -0.123
H (-0.034, -0.658, -5.337)  0.114
C (-2.820, -3.416, -0.099)  -0.095
H (2.109, -2.444, -0.756)  0.080
H (-1.351, -3.399, 5.663)  0.112
O (-0.144, 2.742, -1.162)  -0.245
C (-0.649, -3.684, -1.116)  -0.125
H (-3.485, -2.889, 0.571)  0.103
C (0.882, -0.463, -4.795)  -0.061
C (-1.966, -0.160, 4.886)  -0.058
C (2.970, 2.458, -0.403)  -0.365
Sb (-0.714, -1.438, 0.923)  1.527
Sb (1.965, 0.657, -0.742)  1.561
C (3.067, -0.817, 0.291)  -0.345
H (5.187, 3.813, 1.764)  0.112
H (3.368, 5.546, -1.707)  0.117
H (3.181, -2.925, 0.526)  0.118
H (-5.383, 2.077, 1.603)  0.130
C (-3.281, -4.502, -0.826)  -0.059
C (-1.013, 3.697, -0.960)  -0.574
C (-3.602, 0.121, 1.149)  -0.607
C (3.827, 2.553, 0.691)  -0.124
H (4.240, -0.380, -5.250)  0.114
C (2.801, 3.532, -1.273)  -0.111
H (-2.305, 0.762, 5.339)  0.113
C (-3.258, 4.212, 0.046)  0.032